1.
{"formula": "C3H3N3O2", "method": "the ωB97M-V functional and the def2-TZVPD basis", "symbols": ["O", "N", "C", "C", "C", "N", "N", "O", "H", "H", "H"], "xyz": [[0.15580, 1.50397, -2.10729], [1.33284, 0.85414, -1.45616], [1.18662, 0.10747, -0.42662], [-0.07611, -0.47227, 0.31313], [-0.26315, -0.53093, 1.77755], [-1.67788, -0.70330, 1.89886], [-2.21958, -0.78429, 0.70330], [-1.34676, -0.56129, -0.23162], [0.45073, 1.62744, -2.99176], [1.99005, -0.35140, 0.07204], [0.46744, -0.68955, 2.44857]], "forces_ev_per_angstrom": [[0.7627, -2.1394, 3.3540], [-0.5573, 0.5482, -0.3727], [-4.3702, -0.4998, -0.6766], [-0.3732, 2.0299, 2.6546], [-4.4960, -0.2411, -7.9810], [1.4325, -0.6914, -1.5302], [-0.2796, 0.5933, 3.8628], [3.3912, 0.2067, -0.8684], [0.8478, 0.1549, -1.0855], [1.7157, 0.1021, -0.0182], [1.9264, -0.0633, 2.6611]], "smiles": "O/N=C\\c1cnno1", "e_homo_ev": -10.090, "total_charge": 0, "homo_lumo_gap_ev": 9.8, "lumo_ev": -0.327, "de_lowest_kj_mol": 642.6}


2.
{"formula": "ClH5Si3", "method": "the ωB97M-V functional and the def2-TZVPD basis", "symbols": ["Si", "Si", "Si", "Cl", "H", "H", "H", "H", "H"], "xyz": [[1.23807, 0.83762, 0.09431], [-0.34885, -1.03807, 0.08624], [-1.94950, 0.16577, -1.10164], [-3.18331, 0.47361, 0.63419], [1.05000, 1.07550, -1.32890], [2.46552, 0.34655, 0.45785], [0.25059, -1.97676, -0.86977], [-0.48710, -2.06913, 1.27759], [0.96458, 2.18492, 0.75013]], "forces_ev_per_angstrom": [[-2.8909, 0.5513, 0.0530], [0.5169, -0.7911, 1.2354], [-0.7567, 0.1064, 0.7502], [0.2155, 0.0586, -0.5690], [0.3708, 0.1861, -0.6151], [2.2780, -0.7044, 0.4737], [0.4726, 0.0656, -0.5044], [-0.1697, 1.3809, -0.7252], [-0.0366, -0.8534, -0.0986]], "e_homo_ev": -8.438, "total_charge": 0, "homo_lumo_gap_ev": 7.1, "lumo_ev": -1.303, "de_lowest_kj_mol": 11.6}


3.
{"formula": "C5H9NO2", "method": "the ωB97M-V functional and the def2-TZVPD basis", "symbols": ["C", "C", "C", "C", "C", "N", "O", "O", "H", "H", "H", "H", "H", "H", "H", "H", "H"], "xyz": [[-1.78659, -0.25561, 0.83900], [-0.38347, -0.33212, 0.37849], [0.45234, -1.25807, 1.16244], [0.15305, 0.32033, -0.64067], [1.60656, 0.24656, -1.00544], [-0.48325, 1.48961, -1.27940], [0.25062, 2.26592, -1.77416], [-1.69789, 1.58332, -1.33691], [-1.91009, 0.76613, 1.01138], [-1.77983, -0.74713, 1.82632], [-2.44588, -0.57783, 0.01695], [0.35168, -1.03192, 2.27961], [1.43371, -0.90968, 0.84842], [0.30272, -2.29863, 1.05695], [2.21035, 0.68808, -0.29348], [2.09130, -0.70006, -1.16009], [1.63467, 0.75110, -1.92941]], "forces_ev_per_angstrom": [[0.6032, -0.6534, -0.0440], [-1.3094, -0.9224, -0.2581], [1.5154, 2.0751, 1.5239], [1.1137, 0.1629, 0.4223], [-1.1292, -0.9321, -1.1166], [-1.7669, -2.2130, 0.3915], [1.7050, 2.4475, -1.0920], [-0.3967, -0.3303, 0.5288], [-1.0939, 1.7732, 0.3022], [-0.9309, -0.2013, -0.7352], [-0.1430, -0.0923, 0.9085], [0.0201, -0.1931, -1.4297], [0.5650, -1.1440, 0.7166], [-0.2685, -1.0866, -0.4897], [1.2377, 1.5780, 1.3719], [-0.5997, -0.9439, -0.0608], [0.8780, 0.6757, -0.9396]], "smiles": "CC(C)=C(C)[N+](=O)[O-]", "e_homo_ev": -9.875, "total_charge": 0, "homo_lumo_gap_ev": 10.1, "lumo_ev": 0.216, "de_lowest_kj_mol": 450.3}


4.
{"formula": "C2H7S3", "method": "the ωB97M-V functional and the def2-TZVPD basis", "symbols": ["C", "S", "H", "H", "H", "C", "S", "S", "H", "H", "H", "H"], "xyz": [[3.32097, 0.60392, -0.15362], [2.45445, 0.08109, 1.34869], [3.98806, 1.41616, 0.11739], [2.63944, 0.91992, -0.93647], [3.93786, -0.18698, -0.55981], [-3.40174, -1.07539, -0.38243], [-2.70195, 0.58892, -0.71054], [-1.31463, 0.68417, 0.79974], [-3.75722, -1.11643, 0.64169], [-4.25930, -1.31608, -1.01853], [-2.55844, -1.74469, -0.55792], [1.65249, 1.14537, 1.41181]], "forces_ev_per_angstrom": [[0.1721, 0.4231, 0.1555], [0.2169, -0.3167, -0.0881], [0.0707, 0.2014, -0.2260], [-0.2079, 0.0257, 0.0603], [-0.0073, -0.4024, 0.1598], [0.2712, 0.4257, -0.2448], [-0.5794, -0.1652, -0.0735], [0.2096, 0.0930, 0.1209], [0.2279, -0.0630, 0.2558], [0.2070, 0.1415, -0.2968], [-0.3270, -0.3494, 0.2248], [-0.2536, -0.0137, -0.0479]], "e_homo_ev": -2.026, "total_charge": -1, "homo_lumo_gap_ev": 5.3, "lumo_ev": 3.296, "de_lowest_kj_mol": 57.4}